Record 1
# C21H28CoF2N11OS

C21H28CoF2N11OS as an isolated structure at a distorted geometry (ωB97M-V/def2-TZVPD, OMol25).

Geometry as ORCA input:
```
! wB97M-V def2-TZVPD RIJCOSX def2/J DEFGRID3
* xyz 2 5
Co -0.53 -0.61 -0.17
F -2.59 4.37 0.77
C -2.75 3.10 0.33
C -1.72 2.16 0.53
C -1.83 0.88 0.00
C -3.06 0.54 -0.60
C -4.06 1.54 -0.74
F -5.24 1.23 -1.41
C -3.95 2.87 -0.32
C -3.23 -0.89 -0.98
C -4.43 -1.42 -1.47
C -4.60 -2.80 -1.39
C -3.53 -3.57 -0.93
C -2.29 -3.00 -0.71
N -2.13 -1.66 -0.77
H -0.81 2.43 1.00
H -4.72 3.64 -0.42
H -5.16 -0.77 -1.90
H -5.53 -3.23 -1.68
H -3.68 -4.65 -0.90
H -1.40 -3.60 -0.46
C 4.31 1.66 1.05
C 3.55 0.35 0.70
C 3.73 -0.73 1.77
C 3.84 -0.13 -0.73
C 2.11 0.58 0.70
N 0.97 0.51 0.48
H 5.39 1.50 1.05
H 3.99 2.07 1.99
H 4.05 2.43 0.31
H 4.74 -1.06 1.91
H 3.16 -1.61 1.44
H 3.42 -0.36 2.75
H 4.87 -0.33 -0.89
H 3.48 0.61 -1.48
H 3.29 -1.05 -0.88
C -2.53 -1.17 3.46
S -0.74 -1.32 3.18
C -0.30 0.37 3.55
O -0.55 -1.71 1.72
H -2.70 -0.91 4.49
H -2.94 -2.13 3.16
H -2.88 -0.41 2.79
H -0.38 0.55 4.64
H -0.95 1.04 3.01
H 0.79 0.54 3.34
N 2.11 4.53 -1.93
C 1.04 3.71 -1.76
N -0.06 4.22 -1.16
N 1.24 2.45 -2.19
C 0.43 1.44 -2.14
N -0.17 0.41 -2.14
H 2.12 5.55 -1.73
H 2.99 4.11 -2.25
H -0.13 5.12 -0.75
H -0.91 3.66 -1.15
N 3.00 -4.70 -1.10
N 2.04 -3.77 -1.41
N 1.63 -3.40 -2.69
C 0.93 -2.29 -2.38
N 0.87 -2.03 -1.05
N 1.58 -2.93 -0.43
H 3.31 -5.32 -1.85
H 3.14 -4.94 -0.14
H 0.34 -1.68 -3.05
*
```

For the relative energy (zero: lowest compared OMol25 entry of this formula, charge and spin), the calculation gives 0.0 kcal/mol. As for the expectation value of S²: 6.010. The HOMO energy (spin up / spin down) is -14.00 / -13.98 eV. The value obtained for the orbital gap (spin up / spin down) is 0.3211 / 0.2409 hartree. The value obtained for the LUMO energy (spin up / spin down) is -5.3 / -7.4 eV. As for the energy: -94549.484 eV.



Record 2
# C21H28F3MgN4S

C21H28F3MgN4S as an isolated structure (ωB97M-V/def2-TZVPD, OMol25).

Geometry as ORCA input:
```
! wB97M-V def2-TZVPD RIJCOSX def2/J DEFGRID3
* xyz 1 1
Mg -0.27 0.08 0.13
F -1.18 -4.94 1.40
C -1.90 -4.06 2.11
F -2.97 -3.71 1.39
F -2.36 -4.72 3.19
C -1.10 -2.85 2.53
C -1.06 -2.50 3.86
C -0.36 -1.36 4.26
C 0.23 -0.61 3.28
N 0.19 -0.92 1.97
C -0.45 -2.04 1.56
S -0.48 -2.36 -0.12
H -1.58 -3.11 4.59
H -0.31 -1.06 5.29
H 0.77 0.30 3.53
C -2.73 1.82 2.16
N -1.86 2.95 2.40
C -2.62 4.19 2.45
C -0.71 3.01 1.50
C -1.02 3.02 0.02
C -1.43 4.20 -0.59
C -1.81 4.23 -1.92
C -1.78 3.06 -2.67
C -1.34 1.88 -2.07
C -0.94 1.83 -0.73
H -3.46 1.77 2.98
H -2.16 0.89 2.18
H -3.29 1.88 1.21
H -3.32 4.14 3.28
H -3.19 4.38 1.53
H -1.95 5.03 2.63
H -0.07 2.14 1.73
H -0.15 3.91 1.77
H -1.46 5.12 -0.01
H -2.14 5.15 -2.38
H -2.08 3.06 -3.70
H -1.31 0.98 -2.68
C 3.44 -0.61 -2.63
C 2.01 -0.57 -2.05
N 2.03 0.02 -0.71
C 2.53 1.40 -0.78
C 3.97 1.41 -1.34
N 4.36 -0.01 -1.61
C 4.33 -0.81 -0.35
C 2.87 -0.78 0.18
H 3.53 -0.03 -3.55
H 3.78 -1.62 -2.83
H 1.59 -1.58 -1.96
H 1.35 0.01 -2.68
H 2.50 1.84 0.22
H 1.85 1.98 -1.41
H 4.68 1.83 -0.64
H 4.04 1.97 -2.28
H 5.31 -0.02 -1.98
H 5.03 -0.36 0.35
H 4.66 -1.82 -0.57
H 2.83 -0.36 1.18
H 2.45 -1.79 0.23
*
```

The HOMO energy is -10.40 eV. The value obtained for the orbital gap is 0.2656 hartree. The value obtained for the LUMO energy is -3.2 eV. As for the energy: -52619.661 eV.



Record 3
# C21H28F3MnO4

C21H28F3MnO4 as an isolated structure at a distorted geometry (ωB97M-V/def2-TZVPD, OMol25).

Geometry as ORCA input:
```
! wB97M-V def2-TZVPD RIJCOSX def2/J DEFGRID3
* xyz 0 5
O 0.47 0.07 -7.17
C 0.33 1.49 -7.71
C 0.18 1.01 -9.14
H 1.23 2.11 -7.51
H -0.59 1.97 -7.31
C 0.29 -0.43 -8.53
H 1.01 1.31 -9.81
H -0.79 1.25 -9.60
C 1.59 -1.12 -8.90
H 2.42 -0.40 -8.79
H 1.59 -1.46 -9.95
H 1.69 -1.99 -8.23
C -0.98 -1.29 -8.69
H -1.89 -0.73 -8.42
H -0.85 -2.19 -8.08
H -1.07 -1.60 -9.75
Mn -0.23 -0.42 0.20
C -2.05 -0.69 1.25
C -1.69 0.70 1.36
C -1.61 1.26 0.05
H -1.52 1.23 2.30
C -1.93 0.21 -0.90
C -2.21 -0.99 -0.15
H -2.57 -1.92 -0.58
H -2.22 -1.37 2.08
H -1.49 2.29 -0.21
H -2.04 0.34 -1.97
C 0.93 -1.68 1.48
C 0.14 -2.45 0.56
C 0.56 -2.12 -0.78
H -0.58 -3.22 0.83
C 1.61 -1.14 -0.68
C 1.87 -0.91 0.72
H 2.70 -0.32 1.11
H 0.86 -1.71 2.57
H 0.22 -2.59 -1.69
H 2.18 -0.73 -1.51
O 1.56 0.69 -3.52
C 0.34 0.02 -3.96
C -0.44 1.05 -4.85
H -0.32 -0.32 -3.11
H 0.62 -0.87 -4.54
C 0.47 2.29 -4.78
H -1.44 1.32 -4.49
H -0.55 0.64 -5.83
C 0.98 2.06 -3.35
H -0.02 3.25 -4.97
H 1.30 2.14 -5.48
H 0.10 2.02 -2.69
H 1.65 2.76 -2.88
F 3.35 3.17 2.07
C 2.21 3.51 1.41
F 1.49 4.29 2.27
F 2.56 4.28 0.35
C 1.38 2.23 0.96
O 1.08 1.46 1.89
O 1.08 2.07 -0.26
*
```

For the relative energy (zero: lowest compared OMol25 entry of this formula, charge and spin), the calculation gives 52.2 kcal/mol. As for the expectation value of S²: 6.123. The HOMO energy (spin up / spin down) is -7.25 / -9.14 eV. The value obtained for the orbital gap (spin up / spin down) is 0.2264 / 0.3115 hartree. The value obtained for the LUMO energy (spin up / spin down) is -1.1 / -0.7 eV. As for the energy: -69889.532 eV.



Record 4
# C21H28F3NO3

The molecule C21H28F3NO3 at a distorted geometry (ωB97M-V/def2-TZVPD, OMol25).

Geometry as ORCA input:
```
! wB97M-V def2-TZVPD RIJCOSX def2/J DEFGRID3
* xyz 0 1
C 1.58 4.41 -1.32
C 0.66 3.96 -0.21
O 0.78 2.52 -0.08
C -0.01 2.02 0.87
C 0.12 0.42 1.14
C 0.60 0.31 2.60
O 0.65 1.25 3.38
C 0.96 -1.11 3.07
C 2.43 -1.13 3.48
C 3.44 -0.81 2.37
C 3.25 0.54 1.67
C 2.55 0.46 0.34
C 1.20 -0.22 0.20
O -0.73 2.83 1.48
H 1.42 5.48 -1.48
H 2.63 4.27 -1.05
H 1.36 3.89 -2.25
H 0.92 4.42 0.75
H -0.38 4.14 -0.46
H 0.30 -1.32 3.93
H 0.72 -1.88 2.32
H 2.53 -0.39 4.28
H 2.65 -2.12 3.88
H 4.43 -0.77 2.85
H 3.47 -1.61 1.63
H 2.77 1.27 2.34
H 4.22 0.97 1.43
H 2.45 1.48 -0.04
H 3.19 -0.07 -0.39
H 1.29 -1.31 0.37
H 0.87 -0.05 -0.85
C -0.81 -1.74 -0.99
N -1.62 -1.14 0.07
C -3.04 -1.08 -0.34
C -1.22 0.02 0.89
C -2.17 -0.10 2.16
C -3.10 -1.13 2.44
C -4.24 -0.84 3.20
C -4.34 0.37 3.88
C -5.54 0.68 4.74
F -5.16 1.38 5.86
F -6.46 1.45 4.08
F -6.17 -0.46 5.16
C -3.33 1.31 3.77
C -2.24 1.02 2.97
H -1.47 -2.42 -1.58
H -0.44 -0.98 -1.70
H 0.01 -2.36 -0.60
H -3.09 -1.06 -1.44
H -3.57 -1.98 0.01
H -3.53 -0.18 0.08
H -1.66 0.89 0.26
H -3.03 -2.11 1.98
H -5.07 -1.56 3.23
H -3.38 2.25 4.28
H -1.49 1.78 2.90
*
```

As for the SMILES: CCOC(=O)[C@@]1([C@H](c2ccc(C(F)(F)F)cc2)N(C)C)CCCCCCC1=O. The HOMO energy is -8.39 eV. The value obtained for the orbital gap is 0.3289 hartree. The value obtained for the LUMO energy is 0.6 eV. As for the energy: -38014.393 eV.



Record 5
# C21H28F3O4Pm

C21H28F3O4Pm as an isolated structure at a distorted geometry (ωB97M-V/def2-TZVPD, OMol25).

Geometry as ORCA input:
```
! wB97M-V def2-TZVPD RIJCOSX def2/J DEFGRID3
* xyz 0 5
O -0.12 -0.55 -3.02
C 0.08 0.66 -3.90
C 0.08 -0.09 -5.20
H 1.03 1.15 -3.67
H -0.75 1.38 -3.82
C 0.08 -1.30 -4.27
H 0.97 -0.03 -5.80
H -0.83 0.03 -5.77
C 1.43 -2.01 -4.35
H 2.24 -1.28 -4.19
H 1.52 -2.43 -5.37
H 1.48 -2.85 -3.64
C -1.03 -2.24 -4.66
H -1.99 -1.73 -4.70
H -1.04 -3.11 -4.01
H -0.80 -2.62 -5.67
Pm -0.39 -0.54 2.06
C -2.52 -1.23 3.96
C -2.39 0.18 4.06
C -2.75 0.75 2.81
H -2.17 0.73 4.97
C -3.08 -0.32 1.92
C -2.93 -1.55 2.64
H -3.15 -2.55 2.28
H -2.40 -1.92 4.79
H -2.81 1.82 2.59
H -3.40 -0.20 0.88
C 0.97 -2.47 3.64
C 0.10 -3.18 2.78
C 0.52 -2.95 1.43
H -0.71 -3.82 3.11
C 1.67 -2.10 1.47
C 1.94 -1.80 2.84
H 2.79 -1.21 3.22
H 0.97 -2.48 4.74
H 0.05 -3.36 0.53
H 2.24 -1.72 0.61
O 1.84 2.22 -1.69
C 1.04 1.28 -0.91
C -0.39 1.83 -0.79
H 1.51 1.19 0.11
H 1.08 0.29 -1.39
C -0.12 3.36 -0.75
H -0.98 1.41 0.04
H -0.97 1.61 -1.69
C 1.22 3.53 -1.49
H -0.03 3.67 0.31
H -0.90 3.97 -1.23
H 1.87 4.24 -0.91
H 1.16 3.97 -2.51
F 2.59 2.04 4.98
C 1.54 2.53 4.27
F 0.69 3.10 5.16
F 1.99 3.49 3.42
C 0.83 1.37 3.47
O 0.33 0.42 4.12
O 0.79 1.42 2.20
*
```

For the relative energy (zero: lowest compared OMol25 entry of this formula, charge and spin), the calculation gives 8.0 kcal/mol. As for the expectation value of S²: 6.007. The HOMO energy (spin up / spin down) is -8.17 / -8.24 eV. The value obtained for the orbital gap (spin up / spin down) is 0.3102 / 0.3141 hartree. The value obtained for the LUMO energy (spin up / spin down) is 0.3 / 0.3 eV. As for the energy: -55128.563 eV.



Record 6
# C21H28F5FeO2

C21H28F5FeO2 as an isolated structure at a distorted geometry (ωB97M-V/def2-TZVPD, OMol25).

Geometry as ORCA input:
```
! wB97M-V def2-TZVPD RIJCOSX def2/J DEFGRID3
* xyz -1 5
O -0.04 0.80 -2.14
C 0.90 1.86 -2.62
C -0.27 2.87 -2.51
H 1.25 1.66 -3.64
H 1.69 2.00 -1.85
C -1.03 1.79 -1.74
H -0.60 3.16 -3.52
H -0.13 3.75 -1.88
C -2.46 1.41 -2.06
H -2.61 0.96 -3.04
H -3.10 2.29 -2.05
H -2.91 0.77 -1.28
C -0.91 2.03 -0.23
H 0.14 2.00 0.06
H -1.34 1.21 0.40
H -1.30 3.01 0.09
Fe -0.11 -0.24 2.76
C 0.85 1.42 4.07
C 2.17 0.87 4.14
C 2.69 0.77 2.83
H 2.72 0.67 5.06
C 1.73 1.29 1.91
C 0.59 1.76 2.68
H -0.16 2.47 2.32
H 0.28 1.79 4.92
H 3.69 0.46 2.56
H 1.87 1.42 0.84
C -1.71 -0.58 4.34
C -1.99 0.71 3.79
C -2.40 0.54 2.44
H -2.02 1.66 4.33
C -2.09 -0.81 2.07
C -1.78 -1.53 3.28
H -1.75 -2.61 3.38
H -1.56 -0.81 5.39
H -2.96 1.24 1.82
H -2.18 -1.25 1.07
O -0.31 -1.62 -3.01
C -0.35 -0.81 -4.25
C 0.40 -1.50 -5.38
H 0.23 0.11 -4.11
H -1.38 -0.46 -4.46
C 1.33 -2.47 -4.61
H 0.96 -0.78 -5.99
H -0.30 -2.00 -6.05
C 0.90 -2.38 -3.12
H 2.36 -2.15 -4.71
H 1.28 -3.48 -5.04
H 1.65 -1.82 -2.55
H 0.78 -3.38 -2.69
F -0.03 -2.75 1.32
C 0.83 -1.93 2.02
F 1.79 -1.49 1.13
C 1.50 -2.78 3.12
F 0.63 -3.11 4.13
F 2.01 -3.93 2.62
F 2.55 -2.09 3.67
*
```

As for the expectation value of S²: 6.027. The HOMO energy (spin up / spin down) is -3.14 / -3.80 eV. The value obtained for the orbital gap (spin up / spin down) is 0.2148 / 0.2390 hartree. The value obtained for the LUMO energy (spin up / spin down) is 2.7 / 2.7 eV. As for the energy: -74297.655 eV.



Record 7
# C21H28FN4

A 3-piece molecular cluster, C21H28FN4 overall at a distorted geometry (ωB97M-V/def2-TZVPD, OMol25).

Geometry as ORCA input:
```
! wB97M-V def2-TZVPD RIJCOSX def2/J DEFGRID3
* xyz 1 1
C 0.97 -3.96 3.04
C 1.53 -3.60 2.04
N 2.16 -3.13 0.90
N 2.68 -4.08 0.14
C 3.28 -3.59 -0.90
C 3.36 -2.24 -1.27
F 3.99 -1.96 -2.38
C 2.80 -1.27 -0.46
C 2.85 0.19 -0.81
C 2.54 0.43 -2.33
C 2.20 -1.81 0.70
C 1.57 -0.89 1.72
C 0.02 -0.81 1.63
C -0.57 -0.95 0.20
C -1.35 -2.28 0.08
C -2.77 -2.06 0.66
H 0.57 -4.53 3.85
H 3.76 -4.32 -1.56
H 3.85 0.62 -0.61
H 2.13 0.79 -0.26
H 2.12 1.43 -2.38
H 3.42 0.34 -2.96
H 1.76 -0.29 -2.61
H 1.89 -1.16 2.73
H 1.96 0.12 1.56
H -0.25 0.19 2.00
H -0.47 -1.51 2.30
H 0.16 -0.79 -0.61
H -1.31 -0.15 0.09
H -1.40 -2.68 -0.94
H -0.88 -3.04 0.71
H -2.66 -1.81 1.71
H -3.43 -2.92 0.51
H -3.19 -1.20 0.13
N 2.87 5.94 -1.55
C 2.61 5.29 -0.37
C 3.12 4.02 -0.47
C 3.71 3.91 -1.76
C 3.54 5.10 -2.40
H 2.60 6.88 -1.76
H 2.09 5.79 0.43
H 3.07 3.27 0.30
H 4.21 3.04 -2.16
H 3.84 5.43 -3.38
N -6.27 -0.40 -0.10
C -6.25 0.94 -0.37
C -6.57 1.60 0.78
C -6.79 0.63 1.78
C -6.59 -0.60 1.21
H -6.07 -1.13 -0.77
H -6.01 1.31 -1.36
H -6.64 2.67 0.89
H -7.07 0.80 2.81
H -6.66 -1.59 1.62
*
```

The HOMO energy is -9.92 eV. The value obtained for the orbital gap is 0.1873 hartree. The value obtained for the LUMO energy is -4.8 eV. As for the energy: -30898.643 eV.



Record 8
# C21H28FN5O3S

C21H28FN5O3S as an isolated structure (ωB97M-V/def2-TZVPD, OMol25).

Geometry as ORCA input:
```
! wB97M-V def2-TZVPD RIJCOSX def2/J DEFGRID3
* xyz 0 1
C -2.77 -1.67 3.60
C -2.49 -1.79 2.11
C -1.25 -0.99 1.70
H -1.38 0.05 2.00
C -1.01 -1.11 0.20
N 0.26 -0.55 -0.26
C 0.72 0.65 0.18
O -0.01 1.41 0.83
C 2.09 1.06 -0.08
C 2.57 2.34 0.24
N 1.85 3.37 0.70
H 0.91 3.19 1.00
H 2.37 4.20 0.95
C 3.97 2.41 -0.03
N 4.51 1.30 -0.49
S 3.43 0.11 -0.65
C 4.79 3.61 0.21
O 4.31 4.64 0.67
N 6.08 3.48 -0.11
H 6.41 2.60 -0.48
H 6.72 4.24 0.03
C 0.87 -1.29 -1.34
C 1.72 -2.45 -0.90
C 2.18 -3.35 -1.86
C 2.98 -4.42 -1.50
C 3.31 -4.59 -0.17
C 2.86 -3.71 0.81
C 2.07 -2.64 0.43
H 1.72 -1.95 1.18
H 3.14 -3.87 1.84
F 4.08 -5.63 0.20
H 3.34 -5.13 -2.23
H 1.91 -3.21 -2.90
H 0.05 -1.67 -1.98
H 1.46 -0.61 -1.97
H -0.97 -2.18 -0.04
C -2.18 -0.53 -0.64
O -2.78 -1.24 -1.43
N -2.41 0.76 -0.40
H -1.75 1.24 0.20
C -3.41 1.58 -1.08
C -3.32 2.98 -0.49
H -4.05 3.64 -0.96
H -3.51 2.96 0.58
H -2.33 3.40 -0.65
C -3.12 1.61 -2.58
H -2.13 2.02 -2.76
H -3.16 0.60 -2.99
H -3.85 2.23 -3.10
C -4.80 0.98 -0.83
H -5.56 1.58 -1.32
H -5.01 0.96 0.24
H -4.84 -0.03 -1.22
H -0.38 -1.38 2.23
H -3.35 -1.43 1.55
H -2.35 -2.84 1.85
H -1.92 -2.05 4.18
H -3.65 -2.24 3.87
H -2.93 -0.63 3.88
*
```

For the relative energy (zero: lowest compared OMol25 entry of this formula, charge and spin), the calculation gives 0.0 kcal/mol. The HOMO energy is -8.40 eV. The value obtained for the orbital gap is 0.2983 hartree. The value obtained for the LUMO energy is -0.3 eV. As for the energy: -49379.876 eV.